One molecule with the formula C3H8N2S, computed with ωB97M-V/def2-TZVPD.

```
! wB97M-V def2-TZVPD RIJCOSX def2/J DEFGRID3
* xyz 0 1
C -2.170 -0.685 0.438
C 0.933 1.615 0.169
C 1.048 -0.779 -0.368
H -2.413 -0.315 1.429
H -1.887 -1.761 0.301
H -3.236 -0.920 0.037
H 0.429 2.337 0.942
H 0.976 2.258 -0.852
H 2.123 1.535 0.398
H 0.523 -1.383 -1.105
H 2.377 -1.724 -0.583
N 0.277 0.424 -0.177
N 2.302 -0.961 0.027
S -1.284 0.358 -0.655
*
```

Output
frontier orbital gap: 9.297 eV
relative energy (zero: lowest compared OMol25 entry of this formula, charge and spin): 73.2 kcal/mol
HOMO energy: -8.51 eV
SMILES: [H]/N=C/N(C)SC

=====

C7H28BrN14O7Y as an isolated structure, computed with ωB97M-V/def2-TZVPD.

```
! wB97M-V def2-TZVPD RIJCOSX def2/J DEFGRID3
* xyz 2 1
Y -0.125 -0.181 -0.378
Br 0.138 -0.518 -3.222
C -2.471 -0.379 2.341
O -1.636 -0.144 1.476
N -3.517 0.447 2.569
N -2.412 -1.478 3.144
H -4.159 0.338 3.333
H -3.639 1.243 1.973
H -3.116 -1.677 3.833
H -1.690 -2.161 3.004
C 0.187 3.316 0.536
O -0.108 2.146 0.299
N 1.316 3.873 0.018
N -0.601 4.135 1.262
H 1.599 4.829 0.135
H 1.808 3.306 -0.652
H -1.472 3.772 1.600
H -0.364 5.091 1.456
C -2.752 1.551 -1.930
O -2.125 0.864 -1.109
N -3.645 2.487 -1.510
N -2.550 1.473 -3.250
H -4.094 3.174 -2.086
H -3.769 2.555 -0.518
H -1.933 0.753 -3.605
H -3.082 1.961 -3.948
C 2.191 -2.715 -0.734
O 1.244 -1.990 -0.402
N 2.886 -2.477 -1.871
N 2.652 -3.703 0.067
H 3.483 -3.212 -2.209
H 2.479 -1.814 -2.513
H 2.121 -3.944 0.882
H 3.423 -4.281 -0.219
C -2.299 -2.993 -0.681
O -1.698 -1.927 -0.527
N -3.010 -3.572 0.323
N -2.190 -3.718 -1.823
H -3.031 -3.130 1.222
H -3.443 -4.465 0.169
H -2.796 -4.522 -1.879
H -1.917 -3.301 -2.697
C 2.982 1.222 -1.644
O 2.028 0.875 -0.942
N 2.997 0.925 -2.975
N 3.974 2.056 -1.232
H 3.860 0.931 -3.491
H 2.204 0.414 -3.345
H 4.090 2.154 -0.239
H 4.757 2.210 -1.844
C 1.837 0.010 2.589
O 1.149 -0.050 1.566
N 1.741 -0.903 3.587
N 2.767 0.979 2.740
H 1.093 -1.656 3.469
H 2.479 -0.908 4.268
H 2.824 1.701 2.048
H 3.338 1.025 3.565
*
```

Output
frontier orbital gap: 9.413 eV
relative energy (zero: lowest compared OMol25 entry of this formula, charge and spin): 0.0 kcal/mol
HOMO energy: -13.75 eV

=====

C38H29Cl3NO5PRu as an isolated structure, computed with ωB97M-V/def2-TZVPD.

```
! wB97M-V def2-TZVPD RIJCOSX def2/J DEFGRID3
* xyz -1 6
Ru 1.591 -0.102 -0.116
O 1.057 -4.395 -0.544
C 1.170 -3.275 -1.024
O 1.396 -2.204 -0.344
C 0.915 -3.149 -2.551
C -0.592 -2.844 -2.700
C -1.017 -3.024 -4.171
C -0.448 -1.732 -4.806
C 0.254 -1.101 -3.591
O -0.629 -1.434 -2.523
C 1.522 -1.923 -3.282
C 2.593 -1.179 -2.444
O 3.657 -1.730 -2.250
O 2.272 0.041 -2.091
H 1.185 -4.104 -2.995
H -1.231 -3.347 -1.977
H -2.103 -3.073 -4.252
H -0.593 -3.931 -4.599
H -1.243 -1.079 -5.170
H 0.247 -1.923 -5.623
H 0.409 -0.027 -3.635
H 2.030 -2.221 -4.199
C -5.313 0.054 -1.826
C -5.173 -0.277 -0.487
C -3.919 -0.276 0.108
C -2.794 0.087 -0.627
C -2.946 0.430 -1.971
C -4.194 0.406 -2.569
P -1.086 0.164 0.072
C -1.402 -0.712 1.647
C -1.360 -2.104 1.571
C -1.619 -2.876 2.691
C -1.915 -2.262 3.899
C -1.943 -0.877 3.982
C -1.692 -0.101 2.861
C -1.035 1.956 0.436
C -2.143 2.666 0.838
C -2.083 4.060 0.989
C -0.932 4.733 0.683
C 0.214 4.047 0.231
C 1.390 4.735 -0.153
C 2.465 4.049 -0.632
C 2.443 2.644 -0.698
C 1.356 1.926 -0.264
C 0.182 2.628 0.144
H -6.291 0.034 -2.290
H -6.046 -0.540 0.099
H -3.823 -0.541 1.153
H -2.068 0.713 -2.538
H -4.299 0.655 -3.618
H -1.109 -2.576 0.628
H -1.577 -3.955 2.618
H -2.119 -2.863 4.776
H -2.161 -0.397 4.929
H -1.710 0.979 2.934
H -3.077 2.156 1.034
H -2.958 4.600 1.330
H -0.888 5.813 0.771
H 1.411 5.815 -0.067
H 3.358 4.574 -0.944
H 3.307 2.128 -1.091
Cl 6.264 2.171 -0.714
C 5.868 1.195 0.643
Cl 7.198 0.661 1.592
Cl 4.810 2.950 2.192
C 4.759 0.364 0.581
N 3.817 -0.315 0.566
C 1.800 -0.144 4.739
C 1.578 1.074 4.117
C 1.431 1.142 2.740
C 1.485 -0.007 1.954
C 1.701 -1.232 2.596
C 1.856 -1.300 3.970
H 1.936 -0.191 5.812
H 1.542 1.986 4.700
H 1.284 2.113 2.290
H 1.738 -2.148 2.017
H 2.039 -2.256 4.447
*
```

Output
frontier orbital gap (alpha / beta): 6.703 / 6.019 eV
⟨S²⟩: 8.7983
relative energy (zero: lowest compared OMol25 entry of this formula, charge and spin): 43.8 kcal/mol
HOMO energy (alpha / beta): -4.42 / -5.52 eV

=====

An isolated ion of composition C2H6NO and charge +1, computed with ωB97M-V/def2-TZVPD.

```
! wB97M-V def2-TZVPD RIJCOSX def2/J DEFGRID3
* xyz 1 1
O 0.875 0.196 -1.196
C 0.865 -0.605 -0.266
C -0.202 -0.497 0.807
N -1.121 0.754 0.424
H 1.452 -1.456 -0.286
H 0.294 -0.388 1.801
H -0.834 -1.488 0.854
H -1.583 1.148 1.211
H -1.913 0.475 -0.189
H -0.551 1.480 -0.035
*
```

Output
frontier orbital gap: 11.449 eV
relative energy (zero: lowest compared OMol25 entry of this formula, charge and spin): 11.4 kcal/mol
HOMO energy: -15.52 eV
SMILES: [NH3+]CC=O

=====

An isolated ion of composition C2H8IN3 and charge +2, computed with ωB97M-V/def2-TZVPD.

```
! wB97M-V def2-TZVPD RIJCOSX def2/J DEFGRID3
* xyz 2 1
C -0.733 0.489 0.308
C 0.016 -1.751 -0.195
N -0.586 -0.906 0.558
N 0.700 1.149 0.180
N 1.543 0.355 -0.673
I 3.429 -0.057 0.047
H -1.189 0.782 -0.740
H -1.405 0.980 1.178
H -0.011 -2.870 0.070
H 0.520 -1.764 -1.249
H -0.897 -1.125 1.574
H 0.487 2.066 -0.197
H 1.072 1.033 1.234
H 1.694 0.862 -1.612
*
```

Output
frontier orbital gap: 7.941 eV
relative energy (zero: lowest compared OMol25 entry of this formula, charge and spin): 38.4 kcal/mol
HOMO energy: -17.75 eV
SMILES: C=[NH+]C[NH2+]NI

=====

C4H7N3 as an isolated structure, computed with ωB97M-V/def2-TZVPD.

```
! wB97M-V def2-TZVPD RIJCOSX def2/J DEFGRID3
* xyz 0 1
C 1.116 0.334 1.536
C 0.774 0.146 0.060
N 0.414 -1.188 -0.327
C -0.803 -1.086 -0.939
N -1.487 -1.954 -1.551
C -0.952 0.366 -0.648
N -1.657 1.398 -0.721
H 2.023 -0.226 1.820
H 0.303 -0.018 2.178
H 1.315 1.390 1.759
H 1.563 0.590 -0.575
H -0.660 1.624 -0.243
H 0.978 -2.016 -0.304
H -2.362 -1.550 -1.877
*
```

Output
frontier orbital gap: 9.766 eV
relative energy (zero: lowest compared OMol25 entry of this formula, charge and spin): 82.2 kcal/mol
HOMO energy: -9.15 eV

=====

C21H35MnNO6SSi2 as an isolated structure, computed with ωB97M-V/def2-TZVPD.

```
! wB97M-V def2-TZVPD RIJCOSX def2/J DEFGRID3
* xyz -1 5
Mn -0.294 -0.071 -0.549
O -1.739 -4.340 -4.964
C -1.400 -3.409 -4.033
C -0.197 -2.717 -4.086
C 0.061 -1.774 -3.112
N -0.813 -1.508 -2.148
C -1.944 -2.203 -2.067
C -2.284 -3.172 -2.984
C -2.737 -1.901 -0.803
O -3.817 -2.439 -0.603
O -2.100 -1.120 -0.010
C 1.386 -1.011 -2.983
O 2.250 -1.228 -3.834
O 1.415 -0.267 -1.965
H -1.052 -4.364 -5.639
H 0.545 -2.886 -4.858
H -3.213 -3.716 -2.886
C 3.363 -2.480 2.010
C 2.275 -3.521 2.277
C 1.342 -3.772 1.098
S 0.121 -2.488 0.693
O 0.938 -1.206 0.652
C -0.762 -2.443 2.307
C -0.505 -1.124 3.044
C -1.199 0.092 2.425
H 3.919 -2.271 2.926
H 2.938 -1.548 1.643
H 4.069 -2.845 1.261
H 1.694 -3.232 3.157
H 2.751 -4.474 2.525
H 0.743 -4.675 1.239
H 1.912 -3.882 0.172
H -0.432 -3.306 2.885
H -1.817 -2.559 2.059
H 0.571 -0.940 3.068
H -0.840 -1.250 4.077
H -0.920 0.215 1.375
H -0.906 1.006 2.940
H -2.283 -0.017 2.455
C -3.220 0.952 -2.398
Si -1.451 1.510 -1.970
C -0.603 1.679 -3.654
C -1.705 3.317 -1.458
H -3.717 1.728 -2.988
H -3.815 0.771 -1.499
H -3.224 0.028 -2.982
H -1.071 2.489 -4.222
H -0.671 0.760 -4.241
H 0.457 1.908 -3.525
H -2.322 3.823 -2.207
H -0.741 3.826 -1.391
H -2.194 3.406 -0.484
C -0.021 4.440 2.932
Si 1.491 3.738 2.063
C 2.575 2.882 3.335
C 2.454 5.173 1.335
C 0.938 2.537 0.834
C 0.474 1.655 0.126
H 0.221 5.302 3.559
H -0.496 3.683 3.562
H -0.759 4.752 2.189
H 2.942 3.574 4.098
H 3.438 2.421 2.847
H 2.018 2.084 3.833
H 2.760 5.878 2.113
H 1.846 5.711 0.604
H 3.351 4.818 0.822
*
```

Output
frontier orbital gap (alpha / beta): 7.547 / 6.866 eV
⟨S²⟩: 6.2268
HOMO energy (alpha / beta): -5.27 / -4.59 eV

=====

An isolated ion of composition C3H11N3 and charge +1, computed with ωB97M-V/def2-TZVPD.

```
! wB97M-V def2-TZVPD RIJCOSX def2/J DEFGRID3
* xyz 1 2
C 0.995 0.106 -0.052
N 0.522 0.970 0.974
C -0.796 1.603 0.640
N -1.923 0.762 0.905
C 0.478 -1.268 -0.375
N 1.200 -2.065 -1.259
H 2.104 0.125 -0.061
H 1.010 0.634 -1.021
H 0.318 0.549 1.869
H -0.637 1.986 -0.370
H -0.774 2.527 1.219
H -2.242 0.295 0.065
H -2.710 1.275 1.251
H 0.482 -1.972 0.510
H -0.565 -1.298 -0.621
H 1.905 -1.580 -1.812
H 0.633 -2.647 -1.862
*
```

Output
frontier orbital gap (alpha / beta): 9.881 / 4.377 eV
⟨S²⟩: 0.7547
relative energy (zero: lowest compared OMol25 entry of this formula, charge and spin): 39.7 kcal/mol
HOMO energy (alpha / beta): -13.35 / -13.12 eV

=====

Calculated F_max in order - 5.45 2.08 1.51 4.34 4.42 3.79 1.94 3.48 eV Å⁻¹